1.
165
Properties=species:S:1:pos:R:3:forces:R:3:lowdin_charge:R:1 method="wB97M-V/def2-TZVPD" charge=0 lumo_energy_ev=0.047 spin_multiplicity=1
C -0.008734 5.701804 0.164701 -1.4 1.5 1.2 -0.06
C -1.425144 5.684763 0.872487 0.5 -2.4 -0.4 -0.19
N -1.552966 4.686339 1.997749 -0.6 1.2 0.3 -0.21
C -1.295345 3.266727 1.772568 -1.4 -0.6 -1.9 -0.21
C -2.271247 2.796251 0.597802 0.6 0.5 0.9 -0.06
C -0.887431 5.103173 3.193235 -1.1 0.2 2.2 -0.24
C -1.687343 4.531645 4.525480 2.1 0.6 -1.5 -0.05
H 0.080697 5.073218 -0.721292 0.2 -0.2 0.4 0.05
H 0.727008 5.600309 0.962503 0.4 -0.7 -0.3 0.05
H 0.108944 6.747563 -0.119281 0.2 0.0 -0.6 0.06
H -1.726063 6.679652 1.200719 0.3 -0.2 0.5 0.11
H -2.179705 5.398753 0.139725 0.0 0.0 -0.1 0.09
H -0.226509 3.062934 1.707978 0.4 0.1 -1.2 0.08
H -1.500376 2.555780 2.572946 -0.8 0.9 0.9 0.11
H -2.562533 1.746022 0.580796 1.1 -0.4 -0.3 0.05
H -3.276782 3.169037 0.792826 0.1 0.9 0.2 0.07
H -1.930946 3.211305 -0.350893 -0.2 -0.5 -0.2 0.04
H -0.834318 6.179481 3.357037 -0.4 0.2 -0.6 0.10
H 0.164333 4.825286 3.124958 0.4 -0.5 0.7 0.08
H -2.753752 4.470747 4.308321 0.2 -0.5 -0.2 0.07
H -1.576987 5.158746 5.410168 0.2 0.3 -0.2 0.05
H -1.139587 3.618301 4.757598 -0.9 -0.5 0.2 0.05
C 1.498644 3.176801 -6.640544 1.0 -0.2 -0.9 -0.11
C 0.249698 4.010256 -6.558572 1.9 -0.9 0.4 -0.27
N -0.375426 3.647630 -5.302796 -4.2 2.0 -0.9 -0.17
C -1.532742 4.583604 -5.134319 -0.4 0.9 0.0 -0.22
C -1.165702 6.030235 -4.650904 -0.1 -0.6 0.0 -0.08
C 0.275669 3.570147 -4.044469 1.6 -3.0 0.6 -0.27
C -0.552875 2.814326 -2.920749 0.6 1.5 -0.2 -0.04
H 1.927627 3.154218 -7.642331 0.2 0.6 -0.1 0.07
H 1.351995 2.109639 -6.473938 -0.3 0.1 0.6 0.08
H 2.219801 3.609856 -5.947374 0.3 -0.5 -0.1 0.07
H 0.559893 5.053031 -6.625621 0.0 0.4 0.2 0.11
H -0.310491 3.837679 -7.477542 -0.9 -0.3 0.6 0.12
H -2.092569 4.778318 -6.049074 0.4 -0.6 -0.5 0.11
H -2.299159 4.142791 -4.496834 0.3 0.0 0.4 0.08
H -2.047153 6.651864 -4.493701 -0.3 -0.3 0.3 0.07
H -0.587272 5.972259 -3.728859 -0.1 0.4 0.0 0.05
H -0.615962 6.609440 -5.392802 0.4 -0.3 -0.1 0.06
H 0.788188 4.470205 -3.704891 -0.4 0.5 0.4 0.11
H 1.108026 2.876415 -4.162821 0.3 0.0 -0.3 0.07
H -1.107491 1.919454 -3.203099 -0.2 0.4 -0.7 0.09
H -1.165123 3.580996 -2.445908 -0.5 -0.4 0.2 0.05
H 0.104174 2.420937 -2.145111 0.4 0.4 0.0 0.04
C 5.052979 -5.100309 0.463215 -1.4 -0.9 0.4 -0.08
C 5.571202 -4.565408 -0.878038 1.0 0.1 0.2 -0.25
N 5.008823 -3.315265 -1.340522 0.0 -0.4 2.3 -0.23
C 5.901598 -2.586742 -2.169281 0.3 -0.3 -1.3 -0.23
C 6.149468 -3.355434 -3.533499 0.8 1.7 0.3 -0.06
C 3.633113 -3.400157 -1.724137 -0.4 0.7 0.9 -0.25
C 3.023395 -2.042826 -1.928039 -0.5 1.3 -1.3 -0.09
H 4.636456 -4.374395 1.161541 0.2 0.7 -0.4 0.06
H 5.678568 -5.701598 1.122910 1.0 0.2 -0.6 0.06
H 4.234190 -5.814837 0.378741 -0.4 0.1 -0.6 0.06
H 6.645361 -4.416176 -0.768456 0.1 0.3 0.2 0.11
H 5.563797 -5.241277 -1.733157 -0.5 -1.0 0.2 0.11
H 5.520433 -1.566066 -2.201340 0.1 0.0 -0.8 0.09
H 6.865746 -2.516074 -1.665770 0.0 0.1 0.1 0.11
H 5.222389 -3.734879 -3.963198 0.3 -0.5 0.1 0.07
H 6.629258 -2.753754 -4.305434 -0.5 0.8 -0.1 0.06
H 7.004653 -4.017447 -3.397510 -0.7 -1.0 0.3 0.06
H 3.012018 -3.725052 -0.889409 0.5 -1.0 0.2 0.11
H 3.496280 -4.071569 -2.571831 -0.4 -0.1 -0.3 0.11
H 3.302087 -1.628043 -2.896745 -0.1 0.1 -0.2 0.08
H 3.284697 -1.270458 -1.204668 0.5 -0.4 0.4 0.07
H 1.934435 -2.033799 -1.881391 -0.1 -0.4 -0.3 0.06
C -8.117243 1.407218 -2.478620 0.9 1.2 -0.7 -0.08
C -7.090824 1.774760 -1.403509 1.0 -0.7 0.0 -0.25
N -5.759383 1.219057 -1.665978 -0.9 -1.5 -1.4 -0.20
C -4.788759 2.224684 -2.139947 0.4 -0.9 2.8 -0.26
C -4.944128 2.699092 -3.507411 -1.0 0.8 -2.8 -0.09
C -5.336171 0.234716 -0.678265 2.3 0.3 0.1 -0.22
C -4.088270 -0.562223 -1.174298 -1.2 -1.3 0.0 -0.07
H -7.730578 1.720395 -3.448418 0.4 -0.2 -0.1 0.05
H -8.995867 2.050150 -2.426265 -0.6 -0.7 0.5 0.07
H -8.240477 0.327155 -2.558555 -0.5 0.2 0.3 0.08
H -6.892314 2.836252 -1.255410 -0.8 0.4 -0.1 0.11
H -7.409848 1.365485 -0.444958 -0.2 0.2 0.2 0.10
H -3.767086 1.844836 -2.140001 0.0 -0.3 0.8 0.10
H -4.903703 2.956384 -1.340266 0.7 1.1 -0.2 0.11
H -5.976759 2.878329 -3.806851 -0.2 -0.5 0.0 0.06
H -4.443795 2.015549 -4.193360 -0.6 -0.5 -0.1 0.09
H -4.513803 3.634728 -3.864474 0.6 0.4 1.1 0.06
H -5.028024 0.755785 0.228169 0.2 0.3 0.6 0.10
H -6.087586 -0.447101 -0.280005 -0.5 0.1 -0.9 0.10
H -4.239319 -0.812970 -2.224252 0.7 1.2 -0.6 0.08
H -3.102199 -0.258117 -0.823175 -0.1 0.5 -0.6 0.05
H -4.119487 -1.625800 -0.937813 -0.3 -0.1 1.3 0.03
C -5.228520 -5.189069 3.147544 0.0 -2.1 0.3 -0.21
C -5.058078 -5.076258 1.697670 0.7 0.3 -2.0 -0.18
O -4.360423 -3.841528 1.560284 -0.2 2.1 0.1 -0.22
S -5.048648 -2.715586 2.540393 0.7 0.2 -1.3 0.75
O -6.242220 -2.087116 1.933820 2.9 -1.7 1.8 -0.24
O -3.925634 -1.894299 3.029948 -2.8 -1.8 -0.7 -0.26
O -5.495828 -3.890616 3.607741 -0.4 1.8 0.6 -0.18
H -4.353164 -5.672448 3.581363 0.4 0.8 0.3 0.11
H -5.997363 -5.938504 3.335486 -0.7 0.7 0.4 0.14
H -5.964677 -5.020438 1.095109 -0.2 -0.1 0.2 0.14
H -4.377030 -5.806662 1.260907 -0.2 -0.2 0.2 0.14
C 4.753061 3.121145 2.125010 1.1 1.1 0.6 -0.20
C 3.836015 4.327564 2.483854 1.9 0.1 0.1 -0.18
O 2.599797 3.769350 2.778382 -2.5 -0.9 0.7 -0.22
S 2.696810 2.267264 3.398681 1.5 0.2 -0.1 0.75
O 1.603776 1.364281 3.104075 1.8 1.9 -0.1 -0.22
O 3.098154 2.408109 4.798146 -0.1 -0.4 -2.5 -0.25
O 3.999754 1.958782 2.309988 -2.2 -1.2 1.4 -0.20
H 5.591174 3.082097 2.820817 0.0 0.1 0.2 0.12
H 5.222418 3.196768 1.144151 -0.7 -0.4 -0.2 0.11
H 3.758935 5.097801 1.716463 -0.4 -0.4 -0.2 0.14
H 4.294222 4.821844 3.340489 -0.4 0.0 0.3 0.13
C -1.102572 -3.819394 4.675999 -0.2 -1.9 -0.4 -0.13
C -0.569127 -4.964090 5.659130 -1.5 1.5 0.3 -0.12
O -0.403472 -6.221646 4.968290 0.1 1.3 -1.5 -0.19
S -0.771271 -6.029748 3.398183 -1.7 -0.5 -1.1 0.74
O -2.147210 -6.627506 3.227997 3.9 1.9 0.2 -0.29
O 0.308329 -6.408870 2.489110 -2.2 0.6 1.9 -0.24
O -0.827459 -4.368984 3.382755 1.0 -2.0 -0.9 -0.24
H -0.618468 -2.848544 4.781758 0.2 -0.3 0.0 0.12
H -2.185342 -3.722859 4.596135 -0.1 0.2 1.2 0.12
H -1.400307 -5.098849 6.351292 0.4 -0.2 0.4 0.13
H 0.339540 -4.641870 6.167653 0.0 -0.4 -0.2 0.12
C 4.833316 -2.291946 6.551535 1.3 1.3 0.9 -0.18
C 4.782098 -1.346914 5.321920 -1.6 -0.4 1.7 -0.14
O 4.361013 -2.321131 4.398075 -0.6 -1.2 -2.8 -0.22
S 3.140342 -3.276049 4.906321 1.7 0.9 -0.7 0.72
O 3.140967 -4.571275 4.216426 0.3 2.9 2.1 -0.22
O 1.941284 -2.465873 4.867475 0.8 -1.2 0.5 -0.25
O 3.830897 -3.253442 6.413700 -2.4 -2.1 -1.5 -0.20
H 4.597077 -1.929388 7.551958 0.5 0.8 -0.2 0.14
H 5.833049 -2.726233 6.545750 -0.1 -0.5 0.1 0.13
H 5.711994 -0.858260 5.031025 0.0 -0.6 -0.1 0.14
H 4.001342 -0.594123 5.430556 0.0 0.2 0.0 0.12
C -1.359376 -5.356529 -0.217165 0.4 0.4 -1.3 -0.14
C -1.621637 -6.204528 -1.538612 0.6 -0.2 1.5 -0.15
O -1.881580 -5.313334 -2.598119 -0.7 1.5 0.3 -0.20
S -2.487475 -3.875949 -2.073768 1.0 0.7 0.1 0.74
O -3.946205 -3.876622 -2.197499 2.9 -0.1 0.5 -0.25
O -1.659075 -2.805539 -2.637160 -2.1 -2.3 1.1 -0.24
O -1.979106 -4.077388 -0.478104 -1.3 0.0 -1.4 -0.23
H -0.326760 -5.093655 0.012421 0.3 -0.4 -0.5 0.11
H -1.710611 -5.826738 0.701323 -0.7 0.1 -0.3 0.09
H -2.452106 -6.885391 -1.351973 -0.2 0.1 -0.2 0.12
H -0.761738 -6.794233 -1.856295 0.0 0.1 0.3 0.13
C -0.521734 -1.234398 2.171786 0.2 -1.2 -0.7 -0.15
C 0.639800 -1.977593 1.469477 -0.6 -1.6 2.5 -0.20
O 1.337265 -1.014267 0.779656 0.1 2.2 -1.6 -0.18
S 0.248378 0.006688 0.049613 -0.3 -1.4 -0.6 0.71
O -0.094693 -0.438910 -1.301726 0.4 0.5 2.8 -0.24
O 0.723057 1.357767 0.177357 -0.4 -1.2 0.3 -0.25
O -0.955641 -0.409709 1.118829 0.2 2.1 -2.2 -0.20
H -0.302370 -0.645517 3.062405 0.6 0.0 -0.1 0.13
H -1.350978 -1.905160 2.396601 0.0 0.0 -0.1 0.11
H 0.340003 -2.801026 0.821265 -0.6 0.2 -0.2 0.13
H 1.244404 -2.459349 2.237893 0.5 0.4 -0.1 0.12
C 3.192792 1.797512 -2.338712 -0.2 -0.3 0.7 -0.14
C 3.512576 1.940567 -0.827176 -0.4 -2.0 -0.3 -0.15
O 4.901225 2.258387 -0.828959 1.5 1.3 0.6 -0.24
S 5.734297 1.891134 -2.144779 0.4 -0.2 -0.8 0.69
O 6.716110 0.815688 -1.957657 -2.4 2.2 -0.1 -0.24
O 6.183582 3.140917 -2.743941 -0.8 -2.0 0.9 -0.25
O 4.407237 1.282584 -2.864439 1.9 0.1 -0.6 -0.21
H 2.914698 2.742148 -2.806074 0.2 0.1 0.0 0.12
H 2.480609 1.026304 -2.632203 -0.3 0.2 0.5 0.13
H 3.523223 1.011726 -0.256883 -0.6 -0.6 -0.5 0.12
H 2.840991 2.534190 -0.206937 0.6 1.0 -0.5 0.12

---

2.
136
Properties=species:S:1:pos:R:3:forces:R:3:lowdin_charge:R:1 method="wB97M-V/def2-TZVPD" charge=+3 lumo_energy_ev=-5.668 spin_multiplicity=1
N -1.260496 0.252887 -0.020103 -0.5 -0.6 -0.8 -0.75
O -1.756546 0.521017 1.012997 -2.2 2.6 4.4 0.02
O -1.385916 0.911497 -1.023503 -0.3 3.1 -3.0 -0.04
O -0.702376 -0.800863 -0.105793 3.4 -5.1 -0.8 -0.06
C 1.341524 2.158377 2.756587 -0.3 0.2 -0.1 -0.09
C 1.795424 3.615627 2.555887 -0.1 -0.2 -0.7 -0.20
C 1.627684 4.122407 1.074147 0.3 -0.1 0.0 -0.16
C 0.180194 4.078727 0.510217 -0.2 1.3 0.7 -0.08
N -0.016096 4.872857 -0.830273 1.3 -1.0 1.2 -0.18
C -1.449396 4.791967 -1.393563 1.4 -0.1 -0.1 -0.04
C -1.236596 4.958437 -2.946883 -0.5 -0.1 0.8 -0.10
C 0.263784 4.714117 -3.245773 -0.9 -0.4 0.2 -0.15
C 0.778734 4.179847 -1.938733 0.8 0.4 0.5 -0.14
C 0.441814 6.323627 -0.593213 0.0 0.9 -0.5 -0.11
C -0.226216 7.173787 0.557987 0.9 -1.0 -1.5 -0.20
C 0.362644 8.589807 0.613717 -0.1 -0.2 0.1 -0.08
H 1.652814 1.710627 3.700367 0.1 0.4 0.1 0.06
H 1.754604 1.516767 1.978247 0.2 0.0 -0.2 0.05
H 0.259984 2.040907 2.688827 -0.1 0.1 0.0 0.08
H 2.829024 3.702577 2.890867 0.3 0.0 -0.6 0.11
H 1.325964 4.339447 3.222057 -0.6 -0.2 0.0 0.11
H 2.256534 3.590677 0.360077 0.1 -0.8 0.2 0.08
H 2.125944 5.089807 1.011037 -0.7 0.4 0.2 0.10
H -0.527786 4.566127 1.180517 0.2 0.3 0.2 0.13
H -0.209886 3.060937 0.502557 0.1 -0.1 -1.0 0.11
H -2.049736 5.499797 -0.822013 -0.1 0.1 -0.5 0.13
H -1.789936 3.780087 -1.173933 0.0 0.0 0.1 0.12
H -1.596656 5.931017 -3.282343 0.0 -0.2 -0.2 0.12
H -1.799546 4.135157 -3.386663 -0.3 0.5 -0.3 0.12
H 0.793634 5.592247 -3.614903 -0.1 -0.1 0.2 0.12
H 0.360164 3.907947 -3.973023 0.1 0.3 -0.3 0.11
H 1.858134 4.321277 -1.884103 0.0 0.4 0.6 0.13
H 0.630474 3.110357 -1.789383 -0.5 0.0 -0.1 0.12
H 0.325124 6.817707 -1.557763 -0.9 0.1 -0.1 0.13
H 1.527034 6.420147 -0.560533 0.1 -0.9 0.6 0.12
H -0.022876 6.756547 1.544227 -0.2 -0.4 -0.1 0.10
H -1.294696 7.163677 0.342667 -0.1 0.3 0.4 0.11
H -0.130686 9.014237 1.488117 0.2 0.6 -0.3 0.09
H 0.257554 9.209297 -0.276953 -0.6 -0.1 0.0 0.08
H 1.437494 8.599337 0.794537 0.0 -0.3 0.3 0.08
C -2.379836 -5.474263 5.005797 0.8 0.6 -0.8 -0.08
C -1.995246 -4.304763 3.963917 0.1 -2.1 0.8 -0.20
C -0.504336 -4.418773 3.505807 0.2 1.3 0.8 -0.16
C 0.010074 -3.144693 2.756627 -0.4 0.1 -0.3 -0.10
N 1.538274 -2.846153 2.795767 -2.1 0.1 0.9 -0.18
C 2.342954 -4.097883 2.387057 -1.1 0.8 1.9 -0.08
C 1.920634 -4.304093 0.959707 0.4 0.7 -0.4 -0.11
C 2.026094 -2.822143 0.447507 1.0 -1.4 -1.5 -0.15
C 1.859844 -1.944533 1.627937 0.6 1.1 1.7 -0.16
C 1.935404 -2.222943 4.223797 -0.8 -0.2 -1.3 -0.05
C 1.064244 -1.025913 4.646277 -0.3 0.5 0.8 -0.20
C 1.714754 -0.260163 5.890597 0.5 -0.4 -1.7 -0.06
H -1.792096 -5.448543 5.923407 0.5 0.1 -0.2 0.07
H -2.194146 -6.416233 4.489747 0.0 -0.2 0.2 0.07
H -3.394336 -5.498383 5.403667 -0.2 0.4 -0.7 0.07
H -2.172786 -3.362073 4.481537 -0.2 0.2 -0.6 0.10
H -2.595686 -4.537463 3.084477 -0.5 0.8 0.1 0.08
H -0.272366 -5.303803 2.913347 -0.4 -0.1 0.0 0.11
H 0.026124 -4.536083 4.450767 0.5 0.0 0.0 0.11
H -0.515446 -2.219593 2.993547 0.3 0.0 1.0 0.12
H -0.293496 -3.130623 1.709847 0.4 -0.6 -0.3 0.11
H 3.321774 -3.693223 2.644447 0.6 -0.8 -0.9 0.14
H 2.121954 -4.921243 3.066277 -0.1 0.1 0.0 0.14
H 2.533494 -5.084563 0.508747 0.3 0.5 -0.4 0.13
H 0.905944 -4.686143 0.847697 0.0 0.1 0.5 0.11
H 3.072104 -2.670743 0.180947 0.0 -0.2 -0.5 0.11
H 1.438644 -2.538773 -0.425813 -0.4 -0.3 0.3 0.10
H 2.846334 -1.557173 1.882657 0.0 0.2 0.2 0.13
H 1.223034 -1.068393 1.505677 -0.6 -0.5 0.2 0.11
H 2.970244 -1.908203 4.089107 0.1 -0.3 0.2 0.13
H 1.795134 -3.040283 4.931167 0.5 0.0 -0.1 0.13
H 0.064544 -1.351563 4.933757 0.1 -0.3 0.1 0.10
H 0.871414 -0.401573 3.773847 0.3 0.4 0.1 0.08
H 2.029294 -1.021653 6.604257 0.1 0.3 0.2 0.08
H 1.205364 0.564607 6.388967 -1.0 -0.6 -0.1 0.08
H 2.569114 0.307957 5.522617 0.6 -0.5 0.0 0.06
C -3.657976 -4.818623 -0.221193 0.1 1.6 0.0 -0.03
C -3.751226 -3.269773 -0.109363 -0.8 0.1 -1.2 -0.15
N -4.414066 -2.581073 -1.326903 -0.8 1.1 -1.6 -0.20
C -4.320386 -0.962423 -1.141173 0.0 -2.6 0.8 0.08
C -3.697406 -2.949523 -2.700063 -0.1 -0.1 1.7 -0.12
C -2.277186 -2.366383 -2.790233 -0.2 -0.4 0.5 -0.07
C -5.950396 -3.016983 -1.486163 0.8 0.1 1.3 -0.04
C -6.803826 -3.020103 -0.167073 0.3 0.2 -2.7 -0.23
O -7.076246 -1.696203 0.167787 -0.5 -0.8 1.3 -0.18
C -7.946286 -1.671653 1.314187 1.2 1.6 1.4 -0.07
H -4.592846 -5.214383 -0.618063 0.2 -0.2 0.0 0.08
H -3.523136 -5.180333 0.798167 0.1 -0.2 -0.1 0.07
H -2.795256 -5.072623 -0.837063 -0.2 -0.4 0.0 0.08
H -2.795186 -2.749593 -0.050133 0.1 -0.2 0.5 0.11
H -4.415686 -3.019203 0.717557 0.4 0.3 0.1 0.11
H -4.843446 -0.829623 -0.194133 -0.2 0.5 -0.4 0.10
H -4.741186 -0.465333 -2.015203 -0.2 -0.2 0.2 0.12
H -3.269776 -0.706093 -1.004753 -0.2 -0.1 -0.1 0.05
H -4.341556 -2.664183 -3.531783 -0.1 0.3 0.3 0.13
H -3.705326 -4.038183 -2.646693 0.2 0.0 -0.4 0.11
H -2.218836 -1.311333 -2.522713 -0.1 0.0 -0.5 0.06
H -1.842076 -2.558633 -3.770963 -0.3 0.1 -0.1 0.08
H -1.610336 -2.837163 -2.067893 0.0 -0.2 0.1 0.07
H -6.003866 -4.027033 -1.892413 0.5 0.0 0.0 0.12
H -6.402086 -2.360393 -2.229783 0.2 0.2 0.2 0.13
H -6.397786 -3.674453 0.604327 0.2 0.3 0.3 0.12
H -7.744266 -3.462813 -0.495233 -0.1 -0.5 0.0 0.14
H -7.822396 -0.642293 1.650577 -0.9 0.2 -0.2 0.10
H -7.535606 -2.165513 2.194837 0.5 -0.8 -0.2 0.09
H -8.981326 -2.012383 1.287847 0.0 0.1 -1.1 0.10
C 1.034274 -1.199023 -3.399223 -1.4 -0.3 0.5 -0.07
C 2.401344 -1.041003 -3.992893 -0.4 -0.2 -1.1 -0.20
N 3.306364 -0.011423 -3.410863 0.8 1.8 0.7 -0.17
C 2.785604 1.449887 -3.812153 0.1 -0.9 1.9 0.05
C 3.355804 -0.220753 -1.807543 0.3 0.1 0.2 -0.08
C 2.400924 0.636327 -0.909353 0.0 -0.6 -1.1 -0.04
C 4.731904 -0.216053 -4.116923 -1.3 0.6 -0.6 -0.04
C 5.703174 0.929597 -4.012733 0.5 0.2 1.6 -0.20
O 5.973024 1.167277 -2.612723 -0.4 -0.3 -1.7 -0.21
C 7.062124 2.064517 -2.515373 0.5 -0.2 1.3 -0.09
H 0.402864 -0.314573 -3.483853 0.3 0.4 0.6 0.09
H 0.949884 -1.657703 -2.414033 0.4 0.6 0.3 0.06
H 0.385364 -1.890333 -3.936903 0.7 -0.3 -0.8 0.08
H 2.243864 -0.696293 -5.014883 0.2 -0.3 -0.2 0.14
H 2.951084 -1.981883 -4.018333 0.0 0.0 0.1 0.14
H 2.881234 1.791667 -4.842753 0.5 -0.9 -0.1 0.12
H 3.296664 2.132927 -3.133643 0.3 -0.1 -0.3 0.09
H 1.733774 1.528667 -3.537283 0.0 -0.5 0.0 0.08
H 4.381204 -0.123423 -1.450903 0.1 0.5 -0.6 0.11
H 3.168024 -1.288363 -1.693393 -0.4 0.1 -0.2 0.09
H 1.363604 0.399387 -1.145853 -0.2 0.5 -0.3 0.05
H 2.643984 1.698387 -0.941493 -0.2 0.0 -0.3 0.06
H 2.416044 0.407427 0.156237 0.8 -0.5 -0.1 0.06
H 4.438944 -0.330263 -5.160583 0.0 0.1 -0.1 0.13
H 5.229574 -1.154553 -3.872703 -0.5 0.0 0.8 0.15
H 5.479584 1.871237 -4.514153 -0.8 0.0 0.0 0.13
H 6.647484 0.647427 -4.478313 0.0 -0.5 -0.2 0.14
H 7.458594 1.865247 -1.519783 0.0 0.6 0.1 0.10
H 6.728904 3.096537 -2.624943 0.2 0.1 -0.1 0.10
H 7.893864 1.832617 -3.180613 -0.2 0.0 -0.4 0.10